(a)
C3H10N2O | wB97M-V/def2-TZVPD

Output
* Kohn-Sham gap: 9.78 eV
* highest occupied orbital energy: -8.9 eV
* structure (SMILES): NCCNCO

Geometry as ORCA input:
```
! wB97M-V def2-TZVPD RIJCOSX def2/J DEFGRID3
* xyz 0 1
N -1.999 -1.377 0.500
C -1.592 -0.143 -0.156
C -0.268 -0.260 -0.936
N 0.747 0.794 -0.846
C 1.850 0.655 0.035
O 1.589 1.135 1.410
H -1.937 -1.275 1.508
H -1.254 -2.054 0.348
H -1.443 0.702 0.561
H -2.390 0.289 -0.794
H 0.206 -1.207 -0.731
H -0.367 -0.316 -2.033
H 0.503 1.772 -0.845
H 2.064 -0.383 0.255
H 2.690 1.282 -0.271
H 1.603 0.388 1.995
*
```

---

(b)
C3H10N2O | wB97M-V/def2-TZVPD

Output
* Kohn-Sham gap: 10.02 eV
* highest occupied orbital energy: -9.0 eV
* structure (SMILES): C=CO.NCN

Geometry as ORCA input:
```
! wB97M-V def2-TZVPD RIJCOSX def2/J DEFGRID3
* xyz 0 1
C 0.557 -0.252 -2.239
C 1.734 0.343 -2.130
O 2.838 0.129 -2.953
H 0.650 -1.172 -2.823
H -0.340 -0.005 -1.685
H 1.853 1.166 -1.396
H 3.169 -0.738 -2.714
N -0.691 0.581 2.870
C -1.630 -0.458 2.481
N -2.491 -0.182 1.357
H 0.302 0.427 2.779
H -0.777 1.002 3.782
H -2.221 -0.705 3.390
H -1.049 -1.304 2.112
H -3.259 0.474 1.374
H -2.888 -1.030 0.978
*
```

---

(c)
C3H10N2O | wB97M-V/def2-TZVPD

Output
* Kohn-Sham gap: 8.01 eV
* highest occupied orbital energy: -7.1 eV
* structure (SMILES): C/C(N)=C/N.O

Geometry as ORCA input:
```
! wB97M-V def2-TZVPD RIJCOSX def2/J DEFGRID3
* xyz 0 1
C -1.341 -2.024 -0.419
C -0.897 -0.635 -0.079
N -1.449 0.429 -0.816
C -0.153 -0.435 1.022
N -0.146 0.804 1.699
H -0.544 -2.699 -0.089
H -2.215 -2.227 0.191
H -1.569 -2.223 -1.466
H -1.307 1.295 -0.328
H -2.414 0.326 -1.080
H 0.548 -1.192 1.326
H -1.100 1.079 1.875
H 0.392 0.796 2.541
O 3.821 2.453 -1.632
H 3.742 1.499 -1.536
H 4.635 2.754 -1.209
*
```

---

Here are the energies relative to the best structure, in hartree: (a) 0.0172; (b) 0.0398; (c) 0.0000.

---

(a)
C5H14O | wB97M-V/def2-TZVPD

Output
* Kohn-Sham gap: 11.21 eV
* highest occupied orbital energy: -10.3 eV
* structure (SMILES): CC(C)O.CC

Geometry as ORCA input:
```
! wB97M-V def2-TZVPD RIJCOSX def2/J DEFGRID3
* xyz 0 1
C 2.894 -0.516 -0.721
C 1.401 -0.379 -0.363
C 1.137 -0.534 1.144
O 1.076 0.997 -0.493
H 3.598 -0.801 0.040
H 3.269 0.472 -1.204
H 2.991 -1.323 -1.530
H 0.763 -1.082 -1.083
H 1.938 0.335 1.562
H 0.057 -0.162 1.388
H 1.310 -1.487 1.416
H 1.114 1.326 -1.400
C -2.443 -0.176 0.179
C -3.809 0.584 0.273
H -1.688 0.346 0.800
H -2.593 -1.127 0.772
H -2.017 -0.576 -0.787
H -4.058 0.683 1.373
H -4.494 -0.046 -0.293
H -3.881 1.588 -0.182
*
```

---

(b)
C5H14O | wB97M-V/def2-TZVPD

Output
* Kohn-Sham gap: 11.17 eV
* highest occupied orbital energy: -10.3 eV
* structure (SMILES): CCC.CCO

Geometry as ORCA input:
```
! wB97M-V def2-TZVPD RIJCOSX def2/J DEFGRID3
* xyz 0 1
C 1.058 -1.000 2.521
C 0.824 0.010 1.401
C 2.099 0.556 0.752
H 0.642 -1.978 2.290
H 2.117 -1.161 2.711
H 0.610 -0.681 3.456
H 0.240 0.855 1.756
H 0.194 -0.418 0.628
H 1.856 1.370 0.070
H 2.655 -0.227 0.249
H 2.701 1.049 1.507
C -2.465 -0.215 -1.468
C -1.111 0.306 -1.896
O -1.111 0.453 -3.307
H -2.721 -1.071 -2.092
H -3.225 0.559 -1.587
H -2.487 -0.560 -0.431
H -0.879 1.246 -1.393
H -0.305 -0.365 -1.597
H -0.693 1.273 -3.570
*
```

---

(c)
C5H14O | wB97M-V/def2-TZVPD

Output
* Kohn-Sham gap: 11.24 eV
* highest occupied orbital energy: -10.2 eV
* structure (SMILES): CC(C)O.CC

Geometry as ORCA input:
```
! wB97M-V def2-TZVPD RIJCOSX def2/J DEFGRID3
* xyz 0 1
C 0.827 -0.860 -0.683
C -0.376 -0.511 -1.586
C -0.621 -1.508 -2.749
O -1.538 -0.645 -0.851
H 1.381 0.052 -0.358
H 1.609 -1.572 -1.073
H 0.312 -1.352 0.232
H -0.256 0.598 -2.037
H -1.223 -2.210 -2.248
H -1.132 -1.096 -3.656
H 0.338 -2.285 -2.864
H -2.197 -1.164 -1.225
C 0.290 2.266 2.796
C 1.358 1.258 2.801
H -0.549 1.914 3.423
H 0.744 3.114 3.119
H -0.438 2.530 1.871
H 1.004 0.144 2.536
H 1.939 1.162 3.757
H 1.912 1.458 1.855
*
```

---

Here are the energies relative to the best structure, in hartree: (a) 0.0491; (b) 0.0000; (c) 0.0802.

---

(a)
C5H14O | wB97M-V/def2-TZVPD

Output
* Kohn-Sham gap: 8.65 eV
* highest occupied orbital energy: -7.9 eV

Geometry as ORCA input:
```
! wB97M-V def2-TZVPD RIJCOSX def2/J DEFGRID3
* xyz 0 1
C 1.728 -1.141 0.183
C 0.749 0.008 -0.139
C -0.649 0.058 0.580
C -1.526 1.205 -0.046
C -3.003 1.402 0.501
H 2.804 -1.069 -1.574
H 3.256 -2.472 -1.266
H 1.416 -1.459 1.298
H 1.470 -2.191 -0.390
H 2.947 -0.536 0.072
H 0.614 -0.001 -1.333
H 1.126 1.104 -0.050
H -1.079 -1.026 0.735
H -0.312 0.318 1.622
H -1.373 1.272 -1.196
H -0.978 2.034 0.232
H -3.221 2.048 1.488
H -3.612 1.905 -0.496
H -3.321 0.257 0.657
O 2.964 -1.716 -0.879
*
```

---

(b)
C5H14O | wB97M-V/def2-TZVPD

Output
* Kohn-Sham gap: 11.05 eV
* highest occupied orbital energy: -10.2 eV
* structure (SMILES): CC(C)O.CC

Geometry as ORCA input:
```
! wB97M-V def2-TZVPD RIJCOSX def2/J DEFGRID3
* xyz 0 1
C 2.134 -1.169 -0.840
C 1.286 -0.250 0.020
C 1.270 -0.569 1.505
O 1.771 1.095 -0.082
H 1.694 -2.160 -0.942
H 3.149 -1.286 -0.466
H 2.102 -0.780 -1.861
H 0.287 -0.292 -0.393
H 1.763 0.233 2.058
H 1.754 -1.500 1.778
H 0.262 -0.588 1.921
H 1.699 1.397 -0.991
C -2.323 0.994 0.501
C -2.470 0.456 -0.923
H -1.818 0.369 1.232
H -3.291 1.230 0.927
H -1.894 1.994 0.441
H -1.717 -0.312 -1.138
H -2.277 1.241 -1.636
H -3.382 -0.103 -1.112
*
```

---

(c)
C5H14O | wB97M-V/def2-TZVPD

Output
* Kohn-Sham gap: 11.06 eV
* highest occupied orbital energy: -10.1 eV
* structure (SMILES): CC(C)O.CC

Geometry as ORCA input:
```
! wB97M-V def2-TZVPD RIJCOSX def2/J DEFGRID3
* xyz 0 1
C -0.191 0.885 0.037
C 1.304 0.640 -0.320
C 1.943 1.829 -0.955
O 1.879 0.250 0.986
H -0.937 1.015 -0.816
H -0.409 1.842 0.468
H -0.611 0.041 0.638
H 1.511 -0.323 -0.804
H 1.611 2.744 -0.557
H 2.956 1.748 -1.284
H 1.431 1.736 -1.958
H 2.734 0.564 1.118
C -1.854 -2.286 0.373
C -2.782 -1.195 -0.075
H -0.833 -2.044 0.844
H -2.319 -2.988 1.183
H -1.502 -2.721 -0.659
H -3.295 -1.497 -0.973
H -3.524 -1.120 0.634
H -2.361 -0.235 -0.081
*
```

---

(d)
C5H14O | wB97M-V/def2-TZVPD

Output
* Kohn-Sham gap: 11.28 eV
* highest occupied orbital energy: -10.6 eV
* structure (SMILES): CCC(C)C.O

Geometry as ORCA input:
```
! wB97M-V def2-TZVPD RIJCOSX def2/J DEFGRID3
* xyz 0 1
C -1.482 1.083 -0.420
C -0.975 -0.026 0.508
C -0.896 -1.363 -0.166
C -0.250 -2.484 0.771
C 0.042 -1.360 -1.385
H -0.567 1.437 -0.858
H -2.292 0.832 -1.125
H -1.929 1.937 0.157
H -0.138 0.434 1.031
H -1.718 -0.060 1.480
H -1.923 -1.770 -0.473
H 0.221 -3.334 0.433
H -0.977 -3.102 1.286
H 0.569 -2.075 1.454
H -0.055 -0.507 -2.018
H -0.081 -2.274 -1.941
H 0.970 -1.322 -0.907
O 3.975 4.769 1.068
H 4.456 4.324 0.390
H 3.049 4.862 0.716
*
```

---

Here are the energies relative to the best structure, in hartree: (a) 0.3060; (b) 0.0000; (c) 0.0513; (d) 0.0311.

---

(a)
C5H14O | wB97M-V/def2-TZVPD

Output
* Kohn-Sham gap: 11.20 eV
* highest occupied orbital energy: -10.3 eV
* structure (SMILES): CCC.CCO

Geometry as ORCA input:
```
! wB97M-V def2-TZVPD RIJCOSX def2/J DEFGRID3
* xyz 0 1
C -1.882 -0.021 -1.226
C -2.027 0.895 -0.027
C -3.361 1.632 -0.042
H -2.608 -0.831 -1.089
H -0.927 -0.531 -1.333
H -2.208 0.453 -2.160
H -1.927 0.318 0.893
H -1.218 1.617 0.071
H -4.203 0.956 0.137
H -3.397 2.307 0.805
H -3.462 2.227 -0.940
C 1.822 -0.481 -0.529
C 2.438 -1.402 0.508
O 3.162 -0.684 1.513
H 1.726 -0.986 -1.488
H 2.557 0.324 -0.630
H 0.896 -0.015 -0.189
H 1.741 -2.055 1.032
H 3.175 -2.061 0.039
H 2.692 0.132 1.750
*
```

---

(b)
C5H14O | wB97M-V/def2-TZVPD

Output
* Kohn-Sham gap: 11.16 eV
* highest occupied orbital energy: -10.2 eV
* structure (SMILES): CC(C)O.CC

Geometry as ORCA input:
```
! wB97M-V def2-TZVPD RIJCOSX def2/J DEFGRID3
* xyz 0 1
C 0.822 0.080 -0.499
C 0.225 -1.166 -1.208
C 1.148 -1.499 -2.376
O 0.095 -2.181 -0.291
H 0.887 0.973 -1.074
H 1.610 -0.282 0.059
H 0.009 0.485 0.259
H -0.760 -0.815 -1.525
H 0.846 -2.419 -2.790
H 1.016 -0.816 -3.183
H 2.200 -1.589 -1.923
H 0.088 -3.046 -0.657
C -1.260 1.739 2.624
C -0.902 2.737 1.525
H -1.170 0.566 2.372
H -0.647 1.925 3.659
H -2.177 2.064 3.040
H -0.680 3.628 1.940
H -0.330 2.299 0.625
H -1.849 3.123 1.127
*
```

---

Here are the energies relative to the best structure, in hartree: (a) 0.0000; (b) 0.0573.

---

(a)
C2H5FSi | wB97M-V/def2-TZVPD

Output
* Kohn-Sham gap: 8.49 eV
* highest occupied orbital energy: -8.9 eV

Geometry as ORCA input:
```
! wB97M-V def2-TZVPD RIJCOSX def2/J DEFGRID3
* xyz 0 1
C 0.960 -0.518 0.653
C 0.382 0.667 0.649
F -2.025 2.118 0.539
Si -1.500 0.627 0.904
H 1.867 -0.812 0.376
H 0.327 -1.428 0.793
H 1.018 1.466 0.279
H -0.527 -1.444 -2.031
H -0.502 -0.677 -2.163
*
```

---

(b)
C2H5FSi | wB97M-V/def2-TZVPD

Output
* Kohn-Sham gap: 9.98 eV
* highest occupied orbital energy: -10.1 eV

Geometry as ORCA input:
```
! wB97M-V def2-TZVPD RIJCOSX def2/J DEFGRID3
* xyz 0 1
C -0.714 -1.124 0.610
C 0.150 -0.167 0.880
F -1.078 -2.194 1.291
Si 0.585 1.056 -0.537
H -1.152 -1.536 -1.225
H 0.314 0.132 1.844
H -0.107 0.297 -1.485
H 2.049 1.083 -0.675
H -0.046 2.453 -0.703
*
```

---

Here are the energies relative to the best structure, in hartree: (a) 0.0000; (b) 0.1418.

---

(a)
ClHN2O2 | wB97M-V/def2-TZVPD

Output
* Kohn-Sham gap: 8.48 eV
* highest occupied orbital energy: -1.4 eV

Geometry as ORCA input:
```
! wB97M-V def2-TZVPD RIJCOSX def2/J DEFGRID3
* xyz -2 1
N 1.105 0.319 -0.217
N 2.230 -0.183 -0.322
O 0.746 1.482 -0.543
O 2.184 -1.548 0.400
Cl -6.806 0.336 0.405
H 0.541 -0.406 0.277
*
```

---

(b)
ClHN2O2 | wB97M-V/def2-TZVPD

Output
* Kohn-Sham gap: 7.87 eV
* highest occupied orbital energy: -1.8 eV

Geometry as ORCA input:
```
! wB97M-V def2-TZVPD RIJCOSX def2/J DEFGRID3
* xyz -2 1
N -4.077 0.406 0.000
N -4.969 -0.492 0.001
O -4.265 1.676 0.000
O -4.491 -1.690 0.000
Cl 20.879 0.028 -0.001
H -3.077 0.072 -0.001
*
```

---

Here are the energies relative to the best structure, in hartree: (a) 0.0682; (b) 0.0000.

---

(a)
C2H3Br2N3 | wB97M-V/def2-TZVPD

Output
* Kohn-Sham gap: 9.48 eV
* highest occupied orbital energy: -8.8 eV
* structure (SMILES): N/C(Br)=C/Br.N#N

Geometry as ORCA input:
```
! wB97M-V def2-TZVPD RIJCOSX def2/J DEFGRID3
* xyz 0 1
N 0.074 -0.298 -0.617
C 1.052 0.341 0.074
Br 2.556 1.013 -0.968
C 1.062 0.673 1.355
Br 2.329 1.560 2.338
H -0.794 -0.539 -0.041
H -0.402 0.355 -1.348
H 0.193 0.538 1.867
N -0.146 3.154 -0.419
N -0.472 2.709 -1.371
*
```

---

(b)
C2H3Br2N3 | wB97M-V/def2-TZVPD

Output
* Kohn-Sham gap (alpha / beta): 7.86 / 7.86 eV
* highest occupied orbital energy (alpha / beta): -7.7 / -7.7 eV

Geometry as ORCA input:
```
! wB97M-V def2-TZVPD RIJCOSX def2/J DEFGRID3
* xyz 0 1
C -0.806 0.685 -1.857
C 0.074 -0.454 1.536
N -0.237 -0.341 -1.437
N 0.806 -0.759 -0.718
N 0.895 -0.771 0.574
Br -0.629 2.530 -1.154
Br 0.404 -0.676 3.359
H -1.737 0.706 -2.600
H -0.620 0.320 1.379
H 1.851 -1.239 0.919
*
```

---

Here are the energies relative to the best structure, in hartree: (a) 0.0000; (b) 0.1691.